[1]
The following is a DFT calculation (ωB97M-V/def2-TZVPD) of a 13-piece molecular cluster, C23H11Cl48IO5 overall.

Computed properties:
**Total charge**: 0
**Multiplicity**: 1
**HOMO-LUMO gap**: 8.10 eV

Positions of all 88 atoms, in Å:
1 I -4.3066 2.9892 -2.2815
2 Cl -5.4603 4.2380 5.4698
3 Cl 5.9622 -5.8914 7.1979
4 Cl 5.0853 -3.2907 -0.6744
5 Cl -1.7261 0.1262 -10.2465
6 Cl 4.2667 -3.9805 9.7170
7 Cl -0.6435 -3.2014 3.3258
8 Cl 4.3878 -6.3758 4.8250
9 Cl -5.4621 -2.9527 -3.1389
10 Cl 2.0298 -2.8215 11.1235
11 Cl 3.9092 -4.0124 6.4142
12 Cl -0.7556 -5.8406 -5.9646
13 Cl -1.2390 -0.7008 -7.5223
14 Cl 2.0733 -2.7639 4.2064
15 Cl 4.4664 -1.3086 10.7876
16 Cl -3.8545 6.5237 7.3920
17 Cl -1.3298 7.9009 7.6503
18 Cl 3.2333 -5.4703 -0.2749
19 Cl -7.8260 5.2122 6.8055
20 Cl -2.4572 1.2149 7.9835
21 Cl -0.2682 1.8575 -8.4509
22 Cl -0.5435 1.1301 5.8213
23 Cl -1.9529 6.4617 5.2227
24 Cl -2.9017 -3.7984 -4.1749
25 Cl 2.2712 -2.9136 -1.2256
26 Cl -3.3480 8.9117 5.8470
27 Cl -3.9382 11.4997 4.0511
28 Cl -2.3751 13.8523 3.4506
29 Cl 3.8435 -4.5601 -2.9568
30 Cl 6.3301 -4.2383 4.8579
31 Cl 0.6283 -7.1735 -8.1299
32 Cl -3.0710 -1.5326 -2.3716
33 Cl 6.9592 -3.2288 -7.9947
34 Cl 2.7550 -1.8130 8.5149
35 Cl 0.0858 2.5594 8.2534
36 Cl 0.3297 -0.5174 3.7580
37 Cl -3.0998 1.4408 -8.0708
38 Cl -8.0099 4.1779 4.1138
39 Cl -1.9116 3.6003 6.4447
40 Cl 7.6978 -4.0123 -5.3149
41 Cl 2.1008 -5.4887 -6.3148
42 Cl -3.5141 12.2887 1.3060
43 Cl -3.5401 -4.2026 -1.3849
44 Cl 1.0516 -8.0166 -5.3991
45 Cl -6.6891 6.7007 4.6056
46 Cl -1.3232 11.2275 2.8609
47 Cl 1.3110 -2.0905 1.5027
48 Cl 4.9861 -4.3848 -6.2322
49 Cl 5.9854 -1.7227 -5.7296
50 O -1.0744 -0.6852 1.0983
51 O 0.3138 -3.3788 -4.9202
52 O 0.9091 0.3293 1.0311
53 O -0.0178 1.7761 -5.2327
54 O -2.5375 0.8573 -0.7398
55 C -0.6029 0.3046 -2.0255
56 C -0.5560 1.5863 -4.1734
57 C -2.4605 2.0416 -2.7447
58 C 0.7604 -6.6277 -6.4541
59 C 0.3269 -2.2558 -4.0446
60 C -1.9059 1.0301 -1.7442
61 C 1.1921 -1.1514 -4.6588
62 C 6.4091 -3.3369 -6.3189
63 C 3.3811 -2.4839 10.0341
64 C -0.1361 -0.3544 0.4527
65 C -3.7452 -3.1196 -2.7642
66 C -6.9965 5.0806 5.2478
67 C 3.6155 -4.0665 -1.2764
68 C -2.6218 7.4503 6.5300
69 C 5.1467 -5.1289 5.8243
70 C -1.2069 2.1266 7.1256
71 C 0.7636 -2.1385 3.1963
72 C 0.0270 0.5997 -3.1776
73 C -0.0451 -0.7236 -1.0458
74 C 1.3503 -0.0045 -3.6112
75 C -1.8373 2.3098 -3.8828
76 C -1.5810 0.6825 -8.5737
77 C -2.7869 12.2180 2.9162
78 H -0.6991 -1.8871 -3.8889
79 H 1.2111 0.9989 0.3966
80 H -0.5374 -3.8001 -4.7611
81 H -0.6495 -1.6371 -1.1584
82 H 0.9835 -1.0085 -1.2602
83 H 1.9860 -0.3142 -2.7754
84 H 0.7588 -2.4915 -3.0629
85 H 0.7772 -0.7155 -5.5749
86 H 1.8959 0.8050 -4.1233
87 H -2.2250 3.0011 -4.6277
88 H 2.2119 -1.4969 -4.8872



[2]
The following is a DFT calculation (ωB97M-V/def2-TZVPD) of an isolated molecule of C20H32N6O3.

Computed properties:
**Total charge**: 0
**Multiplicity**: 1
**HOMO-LUMO gap**: 8.48 eV

Positions of all 61 atoms, in Å:
1 O -0.6575 -0.9559 4.2730
2 O 2.2032 2.3422 2.4955
3 O 1.0834 0.8376 4.6777
4 N 1.1614 -1.8526 -1.7827
5 N -1.9790 3.1236 -2.3942
6 N 1.5762 0.2654 -1.8164
7 N 2.3259 -1.6416 -2.4086
8 N -1.1199 0.9099 -1.2554
9 N 2.5492 -0.3981 -2.4182
10 C -1.6396 -1.9512 4.1460
11 C -0.6831 -3.3351 -2.3743
12 C -0.2032 -0.3423 3.1434
13 C 0.8549 1.0229 0.9825
14 C 2.2838 1.4772 5.0467
15 C 0.6457 -3.2064 -1.6239
16 C 0.4871 -3.5151 -0.1337
17 C -0.5284 -0.2662 -0.6416
18 C -2.4074 2.9467 -1.0160
19 C 1.2889 1.3498 2.2618
20 C -0.5953 3.5446 -2.5325
21 C -2.2810 1.9293 -3.1494
22 C -0.0922 0.0367 0.7779
23 C -1.5199 0.6884 -2.6325
24 C -2.2065 1.5043 -0.5050
25 C 0.7734 0.6494 3.3630
26 C 2.7615 3.0114 1.3884
27 C 0.6984 -0.6287 -1.4122
28 C -0.6358 -0.6391 1.8599
29 C 1.6669 -4.1661 -2.2368
30 H -1.9476 1.5177 0.5539
31 H 2.3755 1.3079 6.1196
32 H 2.2521 2.5504 4.8478
33 H -1.4557 -2.7065 -1.9393
34 H 3.2805 2.3214 0.7169
35 H -2.0400 2.1029 -4.1997
36 H 1.3150 -5.1884 -2.1274
37 H 2.6281 -4.0671 -1.7407
38 H 0.1664 -4.5460 -0.0083
39 H -1.2840 -2.7994 3.5500
40 H -0.5541 -3.0502 -3.4166
41 H 0.1247 2.8246 -2.1305
42 H 1.2390 1.5328 0.1159
43 H 1.8089 -3.9505 -3.2919
44 H 3.4782 3.7148 1.8102
45 H -2.1631 -0.2088 -2.7305
46 H -1.8458 -2.2893 5.1603
47 H -1.0225 -4.3667 -2.3374
48 H -3.3599 1.7648 -3.0729
49 H -0.6184 0.5268 -3.2277
50 H -0.2441 -2.8641 0.3344
51 H -3.1374 0.9184 -0.6217
52 H -1.2417 -1.1138 -0.6340
53 H -0.3901 3.6954 -3.5918
54 H -1.8517 3.6449 -0.3904
55 H 2.0013 3.5614 0.8258
56 H -2.5619 -1.5581 3.7044
57 H 3.1463 1.0427 4.5356
58 H -3.4709 3.2064 -0.9556
59 H -1.4014 -1.3825 1.7009
60 H 1.4371 -3.3823 0.3799
61 H -0.4734 4.4993 -2.0219



[3]
The following is a DFT calculation (ωB97M-V/def2-TZVPD) of an isolated molecule of C7H7N.

Computed properties:
**Total charge**: 0
**Multiplicity**: 3
**⟨S²⟩**: 2.021
**HOMO-LUMO gap (spin up / spin down)**: 6.44 / 6.00 eV

Positions of all 15 atoms, in Å:
1 N 2.9158 -0.7152 -0.5791
2 C -1.4629 0.9569 -0.5639
3 C -0.3306 1.2900 0.4934
4 C -1.7006 -1.3586 0.3037
5 C -1.5393 -2.2820 1.0585
6 C 1.8370 -0.0360 -0.2296
7 C -1.9538 -0.2983 -0.6336
8 C 0.8729 0.6085 0.0526
9 H 3.2491 -0.3902 -1.4757
10 H 2.6746 -1.6925 -0.6138
11 H -0.1483 2.3529 0.3037
12 H -0.6770 0.9077 1.4649
13 H -2.7444 -0.4357 -1.4607
14 H -1.2426 -3.0521 1.7185
15 H -1.6841 1.8758 -1.1221



[4]
The following is a DFT calculation (ωB97M-V/def2-TZVPD) of a 3-piece molecular cluster, C2H11NO2 overall.

Computed properties:
**Total charge**: 0
**Multiplicity**: 1
**HOMO-LUMO gap**: 9.64 eV

Positions of all 16 atoms, in Å:
1 O 2.1609 1.2212 -1.6395
2 O -1.8129 2.1392 -0.2123
3 N -0.0291 -1.6521 0.4832
4 C 0.9613 -0.6519 0.9737
5 C -1.1213 -0.8773 -0.1774
6 H 2.6142 0.4400 -1.6613
7 H 1.6489 -1.0946 1.7208
8 H -1.5682 -1.5833 -0.9088
9 H -1.1790 1.5237 -0.7520
10 H -0.4944 -2.1885 1.2789
11 H 1.3882 0.1120 0.2190
12 H 0.3501 0.0771 1.6654
13 H -2.6167 1.6187 -0.0195
14 H -1.9358 -0.7016 0.5817
15 H -0.7844 -0.0068 -0.7461
16 H 2.4183 1.6244 -0.8059



[5]
The following is a DFT calculation (ωB97M-V/def2-TZVPD) of C4H6O2 as an isolated structure.

Computed properties:
**Total charge**: 0
**Multiplicity**: 1
**HOMO-LUMO gap**: 11.41 eV

Positions of all 12 atoms, in Å:
1 O 0.5133 -1.3037 -0.2948
2 O 2.6640 -1.0092 0.4523
3 C 1.5999 -0.5916 0.1143
4 C -0.2678 -0.0830 -0.5319
5 C -1.5562 -0.1046 0.2854
6 C 0.9240 0.7610 -0.0459
7 H -1.4919 -0.9573 0.9791
8 H -1.6820 0.8163 0.8745
9 H 0.7855 1.2898 0.9012
10 H 1.4003 1.4180 -0.7789
11 H -2.4489 -0.2327 -0.3459
12 H -0.4401 -0.0029 -1.6095